Formula: C5H9NO2
Source: the OMol25 dataset
Level of theory: the ωB97M-V functional and the def2-TZVPD basis

Each line ends with the Mulliken charge.
Atoms and positions in Å:
C -1.730 0.577 0.475  -0.6709
C -0.439 0.531 -0.489  0.1742
C 1.090 -0.680 0.311  -0.2269
C 2.673 -0.397 0.326  -0.4994
C 1.655 0.491 -0.359  0.2188
H -3.137 -0.277 -0.656  0.2637
H -2.063 -1.433 -0.261  0.2978
H -1.485 0.412 1.525  0.2499
H -2.242 1.517 0.302  0.3737
H -0.731 0.791 -1.473  0.3177
H 0.706 -0.778 1.330  0.2316
H 3.196 -0.876 -0.427  0.2994
H 2.924 -0.174 1.406  0.2574
H 1.598 0.169 -1.437  0.2010
N -2.641 -0.551 0.119  -0.6586
O -0.004 -0.863 -0.650  -0.4290
O 0.630 1.542 -0.043  -0.4005

calculated total energy = -10909.391 eV
LUMO energy = 0.98 eV
multiplicity = 1
Kohn-Sham gap = 0.361 Eh
energy relative to the best compared isomer or geometry (same formula, charge and spin) = 693.2 kJ/mol

***

Formula: C17H23FN2O8S
Source: the OMol25 dataset
Level of theory: the ωB97M-V functional and the def2-TZVPD basis

Each line ends with the Mulliken charge.
Atoms and positions in Å:
O 2.897 -2.383 1.232  -0.4789
S 1.878 -1.785 2.073  0.9211
O 2.242 -1.658 3.483  -0.5632
C 1.327 -0.096 1.447  -0.7594
N -0.164 -0.135 1.521  0.1768
C -0.952 -0.344 0.400  -0.0181
C -2.415 -0.413 0.568  -0.8366
C -3.057 -0.272 1.907  0.5787
C -4.585 -0.387 2.036  0.4554
C -5.310 -1.552 1.451  -0.4680
C -6.776 -1.644 1.535  -0.3323
N -7.513 -0.653 2.163  0.3235
F -8.845 -0.695 2.238  -0.1167
C -6.880 0.429 2.750  -0.3048
C -5.438 0.623 2.725  -0.4561
C -2.133 -0.017 3.039  -0.7538
C -0.695 0.039 2.798  0.1356
H 0.753 -2.613 2.011  0.1609
H 1.759 0.680 2.144  0.3868
H 1.706 0.127 0.417  0.3093
H -0.453 -0.468 -0.602  0.4908
H -3.082 -0.592 -0.310  0.4629
H -4.739 -2.365 0.942  0.4661
H -7.326 -2.497 1.071  0.4329
H -7.511 1.192 3.269  0.4216
H -4.943 1.506 3.204  0.4436
H -2.513 0.131 4.076  0.4479
H -0.031 0.228 3.685  0.4319
C 5.013 5.055 -1.167  -0.6232
O 5.563 3.743 -1.020  -0.3252
C 4.741 2.861 -0.459  0.7428
O 3.612 3.076 -0.081  -0.5762
O 5.379 1.684 -0.383  -0.3013
C 4.602 0.653 0.203  -0.2509
H 5.772 5.680 -1.633  0.2308
H 4.136 5.034 -1.815  0.2926
H 4.764 5.479 -0.194  0.2945
H 3.706 0.463 -0.393  -0.0779
H 4.336 0.908 1.231  0.3217
H 5.203 -0.255 0.218  0.3026
C -0.194 -0.966 -5.638  -0.6382
O 0.037 -1.507 -4.333  -0.3167
C 1.330 -1.564 -3.984  0.7592
O 2.259 -1.209 -4.655  -0.5050
O 1.405 -2.088 -2.748  -0.3262
C 2.738 -2.208 -2.241  -0.5317
H -1.269 -0.969 -5.811  0.2157
H 0.165 0.063 -5.697  0.3072
H 0.282 -1.583 -6.400  0.3026
H 3.209 -1.226 -2.165  0.2496
H 3.333 -2.872 -2.868  0.3783
H 2.674 -2.639 -1.243  0.1174

calculated total energy = -50892.825 eV
LUMO energy = -8.83 eV
multiplicity = 1
Kohn-Sham gap = 0.217 Eh
total charge = +2

***

Formula: N2O
Source: the OMol25 dataset
Level of theory: the ωB97M-V functional and the def2-TZVPD basis

Each line ends with the Mulliken charge.
Atoms and positions in Å:
N 0.000 0.082 0.000  0.6805
N 1.056 0.632 0.000  -0.2129
O -0.924 -0.625 0.000  -0.4676

calculated total energy = -5025.483 eV
LUMO energy = 0.93 eV
multiplicity = 1
Kohn-Sham gap = 0.471 Eh
energy relative to the best compared isomer or geometry (same formula, charge and spin) = 35.3 kJ/mol

***

Formula: C3BaO
Source: the OMol25 dataset
Level of theory: the ωB97M-V functional and the def2-TZVPD basis

Each line ends with the Löwdin spin population.
Atoms and positions in Å:
C 0.443 0.685 -1.942  0.7858
C 0.770 0.160 0.115  0.0309
O 1.334 0.686 -0.995  0.1244
C -0.361 -0.222 0.487  0.0532
Ba -2.187 -1.310 2.334  0.0057

calculated total energy = -5837.045 eV
LUMO energy (alpha / beta) = -5.57 / -5.58 eV
multiplicity = 2
<S²> = 0.755
Kohn-Sham gap (alpha / beta) = 0.152 / 0.248 Eh
energy relative to the best compared isomer or geometry (same formula, charge and spin) = 0.0 kJ/mol
total charge = +1

***

Formula: C3H9NO2
Source: the OMol25 dataset
Level of theory: the ωB97M-V functional and the def2-TZVPD basis

Each line ends with the Löwdin spin population.
Atoms and positions in Å:
C 0.897 -1.687 0.453  0.0967
C -0.124 -0.530 0.316  0.0634
C 0.182 0.625 1.251  0.0276
O -0.323 0.694 2.318  0.1050
N 1.102 -2.386 -0.789  0.6098
H 0.599 -2.474 1.184  0.0493
H 1.847 -1.387 0.883  0.0100
H -1.114 -0.945 0.520  -0.0010
H -0.213 -0.286 -0.743  -0.0009
H 0.793 1.474 0.900  0.0108
H 2.030 -2.231 -1.186  0.0148
H 0.405 -2.218 -1.513  0.0145
H -2.333 3.232 -1.632  0.0000
H -2.088 4.239 -0.586  0.0000
O -1.660 3.880 -1.377  0.0000

calculated total energy = -8831.742 eV
LUMO energy (alpha / beta) = -3.75 / -9.35 eV
multiplicity = 2
<S²> = 0.759
Kohn-Sham gap (alpha / beta) = 0.383 / 0.177 Eh
energy relative to the best compared isomer or geometry (same formula, charge and spin) = 170.7 kJ/mol
total charge = +1

***

Formula: C31H43BrCaCl7F9KN3O10S3
Source: the OMol25 dataset
Level of theory: the ωB97M-V functional and the def2-TZVPD basis

Each line ends with the Mulliken charge.
Atoms and positions in Å:
C 3.389 -2.766 0.931  -1.4945
C 1.997 -2.574 0.377  0.1212
N 2.066 -2.106 -1.008  0.5909
C 0.741 -2.014 -1.606  -0.5395
C 0.382 -0.549 -1.874  -0.8215
C 1.050 0.319 -0.814  1.0040
S 2.612 0.925 -1.534  -0.0393
C 3.799 1.039 -0.187  0.4841
C 3.482 2.127 0.805  -0.4644
C -1.126 -0.364 -2.079  -0.6576
C -1.948 0.123 -0.891  -0.5967
C -1.800 -0.651 0.432  -0.0806
C -3.064 -1.285 1.000  0.4698
F -4.175 -0.562 0.710  -0.3473
F -2.940 -1.236 2.362  -0.3595
C -3.287 -2.800 0.640  0.6793
F -2.510 -3.188 -0.396  -0.2032
F -2.909 -3.535 1.705  -0.3322
C -4.758 -3.203 0.341  0.4466
F -4.746 -4.547 0.217  -0.2999
F -5.531 -2.900 1.393  -0.2821
C -5.370 -2.621 -0.994  0.7069
F -4.495 -1.817 -1.618  -0.1349
F -5.744 -3.594 -1.809  -0.2538
F -6.445 -1.893 -0.695  -0.2661
O -1.744 -1.573 -2.548  -0.4880
S -0.954 -2.311 -3.721  1.5019
O -1.708 -3.463 -4.072  -0.7156
O -0.692 -1.330 -4.727  -0.6072
C 0.595 -2.816 -2.897  0.0890
Br 2.056 -2.566 -4.058  0.0035
H 3.879 -3.559 0.378  0.3427
H 3.978 -1.867 0.774  0.1446
H 3.355 -2.968 1.984  0.3077
H 1.532 -3.562 0.404  0.2546
H 1.418 -1.854 0.962  0.1240
H 2.690 -2.761 -1.530  -0.2193
H 0.019 -2.458 -0.921  -0.3452
H 0.848 -0.294 -2.822  1.1503
H 0.477 1.210 -0.572  -2.1024
H 1.259 -0.262 0.075  0.8602
H 3.879 0.073 0.292  -0.7056
H 4.735 1.262 -0.681  0.5670
H 3.750 3.089 0.382  0.2777
H 4.021 1.987 1.733  0.3838
H 2.415 2.062 0.976  -0.4648
H -1.257 0.381 -2.861  0.3917
H -2.979 0.151 -1.219  1.0295
H -1.692 1.168 -0.707  0.1089
H -1.493 0.050 1.203  -0.1383
H -1.035 -1.415 0.398  -0.0565
H 0.451 -3.856 -2.639  0.5436
C 6.863 -2.463 5.781  -0.4357
C 5.598 -3.018 6.408  -0.0717
O 4.565 -2.631 5.497  -0.0922
S 5.120 -2.626 4.011  1.1103
O 4.805 -3.849 3.381  -0.5324
O 4.768 -1.356 3.474  -0.5168
O 6.675 -2.650 4.360  -0.3522
H 6.958 -1.391 5.968  0.2907
H 7.763 -2.970 6.114  0.3357
H 5.399 -2.583 7.387  0.0745
H 5.613 -4.108 6.466  0.3007
C -6.916 3.924 1.961  -0.8560
C -6.297 4.022 0.594  -0.5506
N -4.923 4.571 0.624  0.3102
C -3.782 3.895 0.284  -0.3120
C -2.747 4.766 0.418  -0.9098
N -3.274 5.957 0.840  0.1249
C -4.589 5.815 0.960  -0.2526
C -2.530 7.208 1.121  -0.9944
H -6.987 4.900 2.450  0.3337
H -7.962 3.488 1.802  0.0956
H -6.344 3.262 2.616  0.2988
H -6.896 4.660 -0.054  0.2381
H -6.246 3.038 0.130  0.3156
H -3.833 2.863 -0.020  0.7732
H -1.688 4.679 0.263  0.4759
H -5.269 6.586 1.280  0.4967
H -2.655 7.515 2.165  0.3013
H -2.911 7.992 0.479  0.4675
H -1.477 7.039 0.917  0.2234
Cl -2.570 9.622 2.541  -0.7792
Ca 0.471 2.948 0.513  1.6298
C 2.156 -1.571 7.847  0.3612
Cl 2.271 -0.359 6.519  -0.0170
Cl 3.659 -1.479 8.770  -0.1158
Cl 0.795 -1.268 8.901  -0.0611
Cl 1.980 -3.102 7.043  -0.0632
C -0.717 3.107 2.888  -0.1027
O 0.504 3.203 3.474  -0.7495
H -0.872 2.242 2.183  -0.3661
H -1.580 3.004 3.583  0.4357
H -1.003 3.985 2.276  0.3428
Cl 4.320 -3.733 -2.250  -0.7049
Cl -9.218 2.485 0.725  -0.7901
C 3.590 -2.105 -10.032  -0.3632
C 4.294 -1.961 -8.913  -0.3890
C 3.655 -1.486 -7.657  0.3900
O 4.296 -1.350 -6.637  -0.5266
C 2.201 -1.181 -7.701  -0.2465
C 1.497 -1.325 -8.821  -0.3972
C 2.135 -1.799 -10.076  0.3828
O 1.496 -1.932 -11.099  -0.5497
H 4.033 -2.448 -10.958  0.4031
H 5.353 -2.179 -8.858  0.4132
H 1.755 -0.840 -6.775  0.4357
H 0.438 -1.108 -8.874  0.4309
K 1.791 1.251 4.720  0.7389

calculated total energy = -307206.915 eV
LUMO energy = -4.20 eV
multiplicity = 1
Kohn-Sham gap = 0.090 Eh